{"formula": "C19H46N2O7", "method": "ωB97M-V/def2-TZVPD", "smiles": "CC(=O)NCCCCOC(N)=O.CC(C)O.CC(C)O.CC(C)O.CC(C)O", "molar_mass_g_mol": 414.584, "de_lowest_kcal_mol": 0.00, "homo_lumo_gap_ha": 0.3625, "lumo_ha": 0.02406, "spin_multiplicity": 1, "symbols": ["C", "C", "O", "N", "C", "C", "C", "C", "O", "C", "N", "O", "H", "H", "H", "H", "H", "H", "H", "H", "H", "H", "H", "H", "H", "H", "C", "C", "C", "O", "H", "H", "H", "H", "H", "H", "H", "H", "C", "C", "C", "O", "H", "H", "H", "H", "H", "H", "H", "H", "C", "C", "C", "O", "H", "H", "H", "H", "H", "H", "H", "H", "C", "C", "C", "O", "H", "H", "H", "H", "H", "H", "H", "H"], "positions_angstrom": [[1.9701, -0.9804, -0.0887], [1.2540, -0.5856, -1.3442], [0.6964, -1.3804, -2.0525], [1.3824, 0.7893, -1.7343], [0.2221, 1.6409, -1.4058], [0.0470, 2.0284, 0.0761], [-1.1051, 1.3173, 0.7974], [-0.7661, -0.0023, 1.4714], [-0.8461, -1.1156, 0.5658], [-2.0661, -1.4381, 0.0897], [-1.9134, -2.0338, -1.1367], [-3.1138, -1.2588, 0.6582], [1.9262, -0.2095, 0.6793], [1.5627, -1.9230, 0.2766], [3.0265, -1.1244, -0.3429], [1.4448, 0.7557, -2.7496], [-0.7010, 1.1680, -1.7761], [0.3620, 2.5543, -1.9884], [0.9849, 1.8971, 0.6260], [-0.1587, 3.1033, 0.1001], [-1.4961, 1.9672, 1.5827], [-1.9164, 1.1685, 0.0744], [-1.3962, -0.1626, 2.3419], [0.2712, -0.0214, 1.8049], [-1.2013, -1.6027, -1.7196], [-2.8036, -2.1413, -1.6033], [0.2647, 5.2699, 3.1617], [-0.7703, 4.2666, 3.6425], [-1.2262, 4.5439, 5.0646], [-0.2797, 2.9315, 3.5158], [1.1547, 5.2252, 3.7963], [0.5651, 5.0502, 2.1371], [-0.1255, 6.2876, 3.2012], [-1.6356, 4.2940, 2.9754], [-0.3767, 4.4797, 5.7508], [-1.9731, 3.8147, 5.3766], [-1.6545, 5.5431, 5.1521], [0.4903, 2.8404, 4.0893], [5.2272, -1.4658, -3.0464], [6.3634, -1.2082, -2.0721], [7.7251, -1.3059, -2.7400], [6.2789, -2.0857, -0.9498], [5.3003, -2.4746, -3.4629], [4.2639, -1.3818, -2.5426], [5.2447, -0.7564, -3.8749], [6.2463, -0.2126, -1.6382], [7.8735, -2.3111, -3.1452], [8.5189, -1.1066, -2.0206], [7.8124, -0.5954, -3.5630], [6.3711, -2.9900, -1.2715], [-0.6567, -0.9044, -6.5914], [-0.8358, -1.5513, -5.2285], [-2.1600, -2.2830, -5.1071], [-0.7016, -0.5826, -4.1863], [-1.4486, -0.1702, -6.7675], [0.3037, -0.3930, -6.6488], [-0.7047, -1.6479, -7.3881], [-0.0173, -2.2502, -5.0472], [-2.9903, -1.5806, -5.2289], [-2.2438, -2.7457, -4.1234], [-2.2670, -3.0621, -5.8626], [-1.3972, 0.0755, -4.3050], [-5.3587, -2.5590, 4.2232], [-4.6026, -1.3760, 4.8043], [-3.1457, -1.3767, 4.3780], [-4.7279, -1.3334, 6.2273], [-4.9208, -3.4960, 4.5808], [-6.4052, -2.5325, 4.5267], [-5.3048, -2.5561, 3.1338], [-5.0743, -0.4500, 4.4685], [-2.6467, -2.2800, 4.7440], [-2.6261, -0.5093, 4.7887], [-3.0692, -1.3642, 3.2915], [-4.3235, -2.1345, 6.5797]], "atomic_forces_ev_per_a": [[0.07, -0.24, 0.11], [0.27, 0.41, 0.23], [0.38, -0.45, -0.10], [0.17, -0.15, 0.00], [0.06, 0.09, 0.00], [-0.01, -0.03, -0.10], [-0.02, 0.18, 0.02], [-0.06, -0.08, 0.07], [0.15, 0.33, 0.13], [0.19, -0.20, -0.53], [-0.62, 0.35, -0.14], [-0.09, 0.10, 0.38], [0.06, 0.00, -0.15], [0.07, 0.14, 0.00], [-0.06, 0.07, 0.00], [-0.21, 0.02, 0.03], [0.02, 0.06, 0.08], [0.01, -0.09, 0.01], [-0.04, 0.01, -0.11], [0.00, -0.10, 0.03], [0.07, 0.01, -0.09], [-0.06, -0.05, 0.23], [-0.16, -0.15, -0.06], [-0.14, 0.10, 0.10], [0.18, -0.44, 0.03], [0.07, -0.09, 0.06], [0.03, -0.04, -0.01], [-0.05, 0.04, -0.04], [0.02, -0.05, 0.01], [0.09, -0.04, 0.03], [0.00, 0.02, 0.00], [0.00, 0.00, 0.00], [-0.01, 0.00, 0.00], [0.00, 0.02, 0.01], [0.00, 0.02, 0.00], [0.00, 0.00, 0.00], [0.00, 0.00, -0.01], [-0.03, 0.00, 0.00], [-0.10, -0.02, 0.01], [0.00, 0.05, -0.01], [0.01, -0.04, 0.04], [0.00, -0.03, -0.01], [0.03, 0.01, -0.01], [0.00, 0.00, 0.00], [0.03, 0.01, 0.00], [0.00, 0.01, -0.02], [0.00, 0.01, -0.02], [0.00, 0.00, 0.00], [-0.01, 0.01, 0.00], [-0.01, 0.02, 0.02], [0.00, 0.01, 0.01], [0.05, 0.03, 0.00], [-0.08, 0.01, 0.10], [-0.27, 0.22, -0.20], [0.00, -0.01, -0.01], [0.00, 0.00, 0.00], [0.00, -0.01, -0.01], [0.01, -0.01, 0.02], [0.00, -0.01, -0.02], [0.00, -0.01, -0.01], [0.05, 0.01, -0.03], [-0.02, -0.02, -0.09], [-0.01, -0.01, 0.04], [-0.03, 0.02, -0.04], [0.02, 0.00, 0.09], [0.02, -0.05, 0.00], [0.00, 0.00, -0.02], [0.00, 0.00, 0.00], [0.01, 0.01, 0.00], [0.01, 0.00, -0.01], [0.00, 0.00, -0.02], [-0.01, -0.01, -0.02], [0.01, 0.01, -0.06], [-0.02, 0.03, 0.01]], "lowdin_charge": [0.01, -0.50, 0.07, 0.03, -0.19, -0.17, -0.16, -0.15, -0.02, -0.63, 0.19, 0.09, 0.06, 0.09, 0.08, 0.11, 0.11, 0.11, 0.11, 0.10, 0.10, 0.12, 0.10, 0.11, 0.06, 0.10, -0.06, -0.50, -0.06, -0.06, 0.08, 0.07, 0.08, 0.14, 0.08, 0.08, 0.08, 0.09, -0.06, -0.51, -0.06, -0.06, 0.08, 0.06, 0.08, 0.14, 0.08, 0.08, 0.08, 0.09, -0.06, -0.49, -0.06, -0.08, 0.08, 0.08, 0.08, 0.14, 0.08, 0.07, 0.08, 0.09, -0.06, -0.50, -0.06, -0.06, 0.08, 0.08, 0.08, 0.14, 0.08, 0.08, 0.05, 0.08]}